# 1
# C58H68BN7O18

A cluster of 8 separate species, C58H68BN7O18 in total (wB97M-V/def2-TZVPD, OMol25).

```
152
Properties=species:S:1:pos:R:3
O -6.82 -4.06 -7.21
O 10.23 -1.82 4.61
O 6.92 2.02 0.62
O 18.32 -1.65 -1.11
O -2.31 5.24 2.98
O -7.27 -1.81 0.02
O 17.00 -2.19 0.50
O -11.49 -1.76 -1.98
O -10.09 2.34 2.29
O -3.10 7.10 2.22
O -11.58 3.39 3.42
O 4.43 0.16 3.15
O 9.01 2.22 0.12
O 3.41 1.15 -0.33
O 1.16 1.22 -0.29
O -10.58 0.11 -2.52
O -6.95 -2.07 -6.41
O 9.64 -3.71 3.76
N 17.23 -1.95 -0.67
N -11.23 2.69 2.49
N -10.99 -1.01 -2.79
N -2.24 6.25 2.31
N -6.79 -3.26 -6.29
N 10.44 -2.83 3.97
N 7.85 1.93 -0.14
C -6.13 -5.63 -3.49
C -10.38 -2.43 -6.70
C -8.02 -1.94 1.22
C -12.26 2.24 1.54
C 14.04 -2.23 -3.42
C -2.78 1.33 3.10
C 14.30 -3.29 2.32
C -5.94 0.83 3.10
C -0.06 5.38 1.60
C 5.94 0.67 -3.06
C -7.69 -0.86 2.28
C 15.31 -1.90 -3.86
C 1.08 2.07 2.56
C -1.46 2.09 2.80
C -12.89 0.97 -0.37
C -6.34 -5.14 -4.77
C 14.85 -2.36 -1.16
C -6.54 -2.90 -3.87
C -14.21 1.35 -0.19
C 7.55 1.42 -1.49
C 5.35 -0.32 2.20
C 12.74 -2.02 3.64
C 2.28 1.15 0.32
C -5.19 2.09 2.63
C 6.23 1.13 -1.79
C 1.34 6.64 0.11
C -6.32 -3.40 -2.59
C -10.19 -0.67 -5.08
C 1.11 5.50 0.87
C 12.06 -4.11 2.63
C -3.91 2.36 3.42
C 0.39 7.66 0.06
C 8.58 1.25 -2.40
C 6.95 0.50 -4.00
C -13.57 2.64 1.74
C 8.27 0.79 -3.67
C 13.80 -2.45 -2.07
C -9.97 -1.15 -6.36
C -11.03 -3.23 -5.76
C 13.33 -4.25 2.09
C -6.12 -4.76 -2.40
C -6.55 -3.78 -4.94
C -0.99 6.40 1.54
C -6.52 0.06 1.92
C -11.90 1.41 0.50
C -10.81 -1.49 -4.16
C 16.36 -1.80 -2.96
C 16.11 -2.04 -1.62
C -0.79 7.54 0.78
C 5.79 -1.73 2.60
C 3.75 1.37 2.64
C 11.79 -2.99 3.40
C 14.01 -2.17 3.10
C -14.55 2.19 0.87
C 7.15 -1.74 3.34
C -0.15 1.39 3.20
C -11.24 -2.76 -4.48
C -7.84 -0.88 -0.89
B 2.27 1.06 1.98
H -8.58 -0.23 2.41
H -3.51 3.33 3.15
H -1.40 2.37 1.74
H 2.26 6.73 -0.46
H 6.71 0.14 -4.99
H 4.91 0.45 -3.31
H -0.20 0.32 2.96
H -6.35 -5.80 -5.62
H 1.97 -0.10 2.29
H 5.42 1.27 -1.06
H -3.07 0.73 2.24
H -4.89 1.90 1.60
H -6.72 1.09 3.83
H -13.83 3.29 2.57
H 0.57 8.54 -0.54
H -10.87 1.11 0.36
H -14.97 1.00 -0.86
H 17.35 -1.55 -3.30
H 1.84 4.70 0.90
H 7.98 -1.89 2.66
H 5.82 -2.38 1.73
H 11.29 -4.84 2.46
H 12.50 -1.15 4.24
H 15.29 -3.41 1.90
H 9.06 0.65 -4.40
H -8.47 -1.37 -1.62
H -7.02 -0.34 -1.37
H -5.19 0.20 3.57
H -11.72 -3.38 -3.74
H 4.91 -0.30 1.20
H -5.72 -0.49 1.42
H -5.85 2.97 2.59
H -8.41 -0.13 -0.33
H -9.09 -1.96 0.99
H -6.69 -1.84 -4.03
H -0.24 4.49 2.18
H 15.49 -1.72 -4.91
H -1.51 3.00 3.40
H 9.60 1.49 -2.13
H -0.07 1.49 4.29
H 7.17 -2.53 4.09
H -12.62 0.32 -1.18
H 12.81 -2.70 -1.72
H -4.16 2.31 4.49
H -6.31 -2.73 -1.74
H -2.60 0.69 3.97
H 0.73 2.73 1.75
H 5.04 -2.11 3.29
H -7.76 -2.92 1.63
H -1.54 8.32 0.75
H -9.47 -0.54 -7.10
H 4.42 1.79 1.88
H 3.73 2.09 3.48
H -11.34 -4.23 -6.03
H 13.55 -5.12 1.48
H -9.86 0.33 -4.81
H 6.24 0.33 2.19
H 14.66 -2.54 -0.11
H 13.22 -2.30 -4.12
H -5.96 -6.68 -3.34
H 1.51 2.74 3.33
H -15.58 2.50 1.01
H -6.88 0.79 1.18
H -10.20 -2.81 -7.70
H -5.96 -5.14 -1.41
H 14.77 -1.42 3.27
H -7.49 -1.33 3.25
H 7.26 -0.78 3.85
```

Values from the calculation:
LUMO energy: 1.3 eV
HOMO-LUMO gap: 1.25 eV
Charge: -2
HOMO level: 0.1 eV

# 2
# C58H92BN11OPS4Ti

A structure of composition C58H92BN11OPS4Ti in a non-equilibrium geometry (wB97M-V/def2-TZVPD, OMol25).

```
169
Properties=species:S:1:pos:R:3
Ti 1.45 0.09 1.02
S 0.03 -1.65 2.22
S 3.36 -1.39 2.00
S -0.70 3.84 3.05
S 3.08 0.52 -0.72
P 1.27 3.69 -0.55
O 1.19 0.79 2.96
N 1.60 -4.33 0.15
N -3.07 4.67 2.16
N -0.14 -2.40 -0.29
N -0.71 -2.84 -1.40
N 2.09 -1.78 -1.66
N 3.15 1.48 2.21
N -2.90 2.44 2.51
N 2.08 -3.13 0.50
N 2.44 2.05 4.39
N 5.30 1.84 1.52
N 1.91 -2.73 -2.59
C 3.63 2.66 4.61
C 2.24 1.44 3.19
C 2.31 -3.74 -4.76
C -2.61 -3.44 -0.11
C -0.22 -6.47 0.61
C -1.93 -3.32 -1.34
C -2.54 0.53 -1.43
C 4.62 -3.95 3.12
C -2.71 6.08 2.22
C 2.54 4.93 0.04
C 0.92 -3.42 -5.30
C -1.31 0.46 -0.72
C 1.29 -6.70 0.43
C -2.69 -3.08 2.37
C 3.30 -3.68 -5.93
C 1.79 3.46 -2.32
C -0.27 0.37 -0.09
C -3.81 1.10 -3.41
C -0.28 4.71 -0.49
C -2.30 3.64 2.57
C -0.74 -2.42 0.91
C 2.00 4.70 -3.20
C -2.02 -3.01 1.04
C 1.73 -7.85 1.34
C 2.99 -0.78 -1.82
C -2.54 -3.79 -2.65
C 3.87 -0.79 -2.93
C -3.52 6.86 3.26
C -5.85 6.32 2.33
C 2.34 -5.14 -4.15
C -0.36 6.00 -1.31
C -1.73 -5.01 -3.13
C -2.60 1.05 -2.73
C 4.36 1.98 2.46
C -4.97 0.64 -2.81
C 0.89 2.44 -3.03
C 3.95 4.47 -0.33
C 1.57 -7.07 -1.02
C 2.41 5.14 1.54
C -2.46 0.92 4.44
C 3.05 -5.32 1.73
C 2.98 -2.95 1.47
C 3.69 -1.78 -3.85
C 4.93 0.25 -3.08
C 2.01 -5.40 0.77
C -1.52 3.85 -0.74
C -3.72 0.07 -0.84
C -3.90 0.94 4.94
C -4.93 0.12 -1.52
C -2.30 1.19 2.95
C -4.00 -4.21 -2.49
C -4.85 7.40 2.75
C 3.56 -4.11 2.08
C 2.64 -2.71 -3.68
C -4.79 -0.13 4.31
C 1.38 1.99 5.40
C -2.48 -2.63 -3.66
C 4.62 2.64 3.70
B 1.36 -1.88 -0.22
H -2.85 6.51 1.22
H -1.54 3.48 -1.77
H -3.90 2.43 2.38
H -0.66 -4.81 -3.09
H -5.83 -0.24 -1.05
H 3.33 -5.38 -3.75
H 4.31 -3.97 -5.64
H 5.57 3.11 3.90
H 1.62 -5.21 -3.35
H -5.98 5.58 3.11
H -1.50 -2.16 -3.66
H -4.03 4.46 1.92
H -2.00 -3.43 3.14
H 4.69 5.03 0.25
H -4.40 -1.12 4.51
H -1.88 1.68 4.98
H -2.71 -2.99 -4.66
H 2.76 2.98 -2.19
H -0.08 2.89 -3.27
H -3.68 -0.34 0.16
H -5.30 8.01 3.54
H -3.84 1.51 -4.41
H 3.74 3.14 5.58
H 2.52 5.50 -2.68
H 4.17 4.62 -1.38
H -2.00 -0.05 4.66
H 4.08 3.41 -0.11
H 4.34 -1.84 -4.71
H -0.56 -5.67 -0.04
H 2.10 -5.88 -4.91
H -0.46 -6.20 1.64
H -5.91 0.69 -3.35
H -4.11 -5.05 -1.81
H 5.07 1.32 0.68
H 2.78 -8.10 1.21
H -4.67 8.07 1.91
H 3.34 -2.69 -6.39
H 4.97 -4.92 3.46
H -1.94 -5.87 -2.50
H 0.44 2.28 4.93
H -2.91 7.70 3.60
H 5.59 0.24 -2.22
H 5.46 -3.38 2.72
H 6.22 2.22 1.64
H -1.16 6.63 -0.91
H 1.56 -7.62 2.40
H 0.91 -2.46 -5.83
H 1.62 2.68 6.19
H -0.30 4.98 0.57
H -0.76 -7.38 0.36
H 4.48 1.25 -3.13
H -1.24 1.22 2.69
H 2.54 4.19 2.08
H -1.69 1.40 -3.20
H 0.55 6.59 -1.29
H 2.64 -7.23 -1.20
H 2.97 -4.38 -6.70
H 1.35 2.14 -3.98
H -5.81 -0.08 4.71
H -3.67 6.22 4.13
H 1.23 -6.27 -1.68
H 1.43 5.53 1.83
H 1.05 5.09 -3.56
H 1.15 -8.74 1.10
H -1.54 2.99 -0.08
H 0.60 -4.19 -6.00
H -3.02 -2.09 2.68
H 1.04 -7.99 -1.29
H -3.55 -3.75 2.33
H -2.42 4.44 -0.59
H 2.59 4.43 -4.08
H 4.23 -3.38 3.97
H 3.17 5.83 1.90
H -4.62 -3.38 -2.15
H 5.51 0.08 -3.98
H -0.60 5.79 -2.35
H -5.53 5.81 1.42
H -4.87 -0.01 3.23
H 3.42 -6.21 2.22
H 0.72 1.56 -2.42
H 2.35 5.89 -0.45
H -3.90 0.82 6.02
H -2.00 -5.27 -4.16
H -3.21 -1.86 -3.39
H 1.30 0.97 5.79
H -4.34 1.93 4.76
H -1.65 6.11 2.45
H -4.39 -4.53 -3.46
H -3.60 -3.87 -0.08
H 0.20 -3.35 -4.49
H -6.82 6.75 2.11
H -2.74 0.39 2.35
```

Values from the calculation:
LUMO energy: -2.3 eV
HOMO-LUMO gap: 7.07 eV
Charge: +1
HOMO level: -9.3 eV

# 3
# C58H92BN11OPS4Ti

A structure of composition C58H92BN11OPS4Ti in a non-equilibrium geometry (wB97M-V/def2-TZVPD, OMol25).

```
169
Properties=species:S:1:pos:R:3
Ti 0.16 -0.22 -0.76
S 0.03 2.02 0.72
S -0.60 3.22 -2.57
S -1.65 -2.59 -0.56
S -2.27 0.55 -0.84
P -0.39 -0.87 -3.78
O 1.98 -0.07 0.29
N -2.51 -1.25 2.65
N -0.59 5.32 -0.92
N -2.64 4.64 -1.60
N 0.11 0.10 2.53
N 0.21 -0.46 3.75
N 4.02 0.87 0.20
N 1.08 -2.53 2.19
N -2.06 -0.64 1.54
N -0.02 -2.26 1.46
N 2.30 1.45 -1.33
N 2.64 3.09 -2.89
C -2.38 0.96 -4.60
C 0.09 -2.54 -4.46
C 2.34 -5.25 -1.74
C -3.40 7.00 -3.48
C 0.30 -1.82 6.11
C -4.25 5.86 -4.06
C 5.05 -4.84 -2.16
C 0.86 5.30 -0.79
C -3.14 -2.71 4.82
C -0.24 -2.78 -5.93
C 0.80 -4.81 1.59
C -0.43 -3.74 -3.66
C 1.98 -2.83 -1.53
C -3.66 4.47 -3.88
C 2.67 -5.21 3.89
C -5.27 -3.09 3.59
C 1.24 -1.88 -1.34
C 4.55 -6.13 -2.13
C 3.11 2.32 -1.91
C -3.78 -1.24 2.90
C -4.29 -2.03 4.10
C -1.31 4.45 -1.64
C 2.84 -3.95 -1.76
C -1.04 -5.59 0.08
C 1.12 7.75 -1.54
C 2.27 -0.10 -4.25
C 0.74 -0.36 6.12
C 3.19 -6.34 -1.92
C 4.21 -3.76 -1.97
C 2.21 -0.26 6.54
C 0.75 2.24 3.35
C 3.85 -4.41 1.82
C 2.74 0.74 -0.28
C 0.73 0.50 -6.12
C -3.61 3.96 -2.45
C -4.69 -0.53 2.07
C -0.28 -4.53 0.82
C 4.48 2.46 -1.48
C -0.13 0.41 7.12
C -5.00 -1.08 5.06
C 1.51 -3.75 2.22
C 1.55 6.29 -1.72
C -3.10 -1.36 -4.03
C 4.40 0.08 1.36
C 0.60 0.28 4.75
C 2.84 -4.04 2.91
C 3.35 -2.83 3.68
C 1.24 8.24 -0.10
C 1.02 3.69 3.10
C -2.85 -0.02 0.65
C 0.83 0.28 -4.61
C 4.87 1.72 -0.42
C -4.25 0.09 0.95
C 0.32 1.40 2.27
C 0.89 1.66 4.57
C -0.64 -3.16 0.67
C -5.16 0.82 0.02
C -1.99 -0.51 -4.65
B -0.50 -0.78 1.38
H 1.28 1.40 -6.38
H 1.08 9.32 -0.04
H 5.87 1.77 -0.02
H 0.10 7.88 -1.89
H 1.86 -5.03 4.59
H 3.59 -5.34 4.47
H 3.52 -5.26 1.22
H 0.31 -3.66 -6.28
H 5.20 -6.98 -2.27
H -4.26 3.75 -4.45
H 0.61 -2.30 7.04
H 3.28 -1.92 3.08
H 5.16 3.14 -1.97
H -4.58 4.09 -1.96
H 2.22 8.03 0.31
H 4.60 -2.75 -1.99
H -5.59 -3.72 4.42
H -0.59 -6.56 0.24
H -3.66 7.95 -3.94
H 1.62 3.15 -3.00
H 2.34 -0.71 7.53
H -2.88 -2.43 -4.06
H 2.48 -6.16 3.38
H 1.28 -5.41 -1.58
H -1.08 -5.36 -0.98
H -0.79 -1.90 6.03
H -1.86 -0.82 -5.69
H 1.15 -5.82 1.67
H -2.34 6.83 -3.66
H 4.81 -4.68 2.27
H -4.85 1.87 -0.07
H -0.29 0.62 -6.48
H -6.16 -2.65 3.14
H 4.34 -0.98 1.12
H 5.41 0.35 1.64
H -4.33 -0.29 5.41
H -2.98 5.43 -1.08
H -3.52 -3.25 5.69
H 2.93 0.74 -4.44
H 1.77 3.81 2.32
H 2.76 -2.67 4.58
H -1.08 6.08 -0.47
H 1.18 -2.54 -4.33
H -3.38 2.89 -2.42
H 2.55 0.77 6.60
H -1.49 -3.91 -3.85
H -0.30 -3.61 -2.59
H 0.71 -2.37 5.27
H -2.08 -5.62 0.42
H -2.51 1.29 -3.57
H 0.23 1.43 7.28
H -2.40 -1.98 5.15
H -5.74 -0.50 2.32
H -1.30 -3.00 -6.05
H -0.11 -0.10 8.09
H 2.63 6.20 -1.57
H 2.38 -0.42 -3.21
H 1.10 5.51 0.26
H 2.86 -0.79 5.84
H 3.72 0.28 2.19
H -3.34 1.09 -5.12
H 4.38 -3.00 3.98
H -1.16 0.46 6.79
H 0.01 -1.95 -6.59
H -4.37 6.04 -5.13
H 4.01 -3.58 1.14
H 2.79 -7.34 -1.90
H 0.50 7.78 0.56
H 1.34 5.98 -2.75
H 0.59 1.24 -4.12
H -1.66 1.62 -5.06
H -2.62 -3.42 4.18
H -5.11 0.39 -0.98
H -5.36 -1.63 5.93
H -5.87 -0.60 4.60
H -3.26 -1.09 -2.99
H 3.22 3.80 -3.29
H 2.60 -0.92 -4.88
H 0.11 -4.64 -3.97
H 1.74 8.38 -2.18
H 6.11 -4.68 -2.32
H 1.36 4.17 4.02
H -4.04 -1.20 -4.58
H -5.25 5.90 -3.63
H 1.20 -0.32 -6.66
H -4.80 -3.73 2.84
H 1.22 2.25 5.41
H -3.55 7.12 -2.41
H 1.19 4.29 -1.00
H 0.12 4.19 2.75
H -2.65 4.42 -4.30
H -6.18 0.78 0.38
```

Values from the calculation:
LUMO energy (alpha / beta): -2.1 / -2.1 eV
HOMO-LUMO gap (alpha / beta): 7.01 / 7.01 eV
Charge: +1
HOMO level (alpha / beta): -9.1 / -9.1 eV

Summary of E_tot in eV
-109190.456, -156500.256, -156499.350
(order as listed above)
Summary of ΔE to the lowest compared entry with this formula, charge and spin in kcal/mol
0.0, 0.0, 20.9
(order as listed above)